[1]
{
  "formula": "C20H20FN3O",
  "method": "ωB97M-V with the def2-TZVPD basis set",
  "e_homo_ha": -0.2755,
  "charge": 0,
  "homo_lumo_gap_ev": 8.00,
  "species": ["O", "C", "C", "N", "C", "C", "N", "C", "C", "C", "C", "C", "C", "F", "C", "C", "C", "C", "N", "C", "C", "C", "C", "C", "C", "H", "H", "H", "H", "H", "H", "H", "H", "H", "H", "H", "H", "H", "H", "H", "H", "H", "H", "H", "H"],
  "coordinates": [[-2.465999, -0.841604, 1.501163], [-1.422932, -0.706885, 2.112398], [-0.611504, -1.932713, 2.543646], [0.305123, -2.454488, 1.546444], [1.422851, -1.619335, 1.167615], [1.113417, -0.667959, 0.003561], [0.630729, -1.431935, -1.126208], [0.935329, -1.044410, -2.414083], [2.260837, -0.730562, -2.751546], [2.630734, -0.387170, -4.034676], [1.693912, -0.353779, -5.054169], [0.378107, -0.660525, -4.760767], [0.014858, -0.985898, -3.469652], [-1.306937, -1.226296, -3.255139], [-0.578672, -2.156500, -0.794417], [-0.275319, -3.095654, 0.384730], [-0.866908, 0.605728, 2.418724], [0.119979, 0.946318, 3.317356], [0.332442, 2.285388, 3.292918], [-0.503903, 2.865145, 2.372992], [-0.639062, 4.191612, 1.987706], [-1.573970, 4.474577, 1.013985], [-2.351195, 3.467102, 0.437376], [-2.220439, 2.149124, 0.817301], [-1.286992, 1.839024, 1.802985], [-0.030049, -1.715153, 3.442096], [-1.320754, -2.733746, 2.771598], [1.760402, -1.049474, 2.035015], [2.231282, -2.291759, 0.855694], [2.008999, -0.110652, -0.268834], [0.343547, 0.056431, 0.313069], [3.016962, -0.780546, -1.982987], [3.664666, -0.155398, -4.243250], [1.980015, -0.091310, -6.060142], [-0.389384, -0.633216, -5.518797], [-0.884372, -2.771020, -1.639772], [-1.400792, -1.476715, -0.537883], [-1.191477, -3.606950, 0.680685], [0.450901, -3.845021, 0.046289], [0.671626, 0.327293, 3.999409], [0.987463, 2.781942, 3.874127], [-0.034233, 4.968268, 2.432115], [-1.708092, 5.495189, 0.687832], [-3.069501, 3.733444, -0.323396], [-2.821697, 1.370089, 0.376886]],
  "atomic_forces_ev_per_a": [[0.0, 0.0, 0.0], [0.2, -0.4, 0.4], [-0.1, -0.2, -0.1], [-0.1, 0.1, 0.1], [0.1, 0.2, -0.1], [0.1, 0.0, 0.3], [-0.1, -0.2, 0.2], [0.0, 0.0, -0.5], [-0.1, 0.0, 0.0], [0.1, 0.1, 0.0], [0.0, 0.0, 0.0], [0.0, 0.0, 0.1], [0.0, 0.1, 0.0], [0.2, 0.1, 0.1], [-0.1, -0.4, 0.1], [-0.1, 0.0, -0.2], [0.0, 0.4, 0.1], [-0.2, -0.4, -0.1], [0.3, 0.1, 0.3], [-0.5, 0.0, -0.5], [0.0, 0.1, 0.0], [0.1, 0.1, 0.1], [-0.1, -0.1, -0.1], [-0.1, 0.1, -0.1], [0.3, 0.2, 0.3], [-0.1, 0.0, 0.0], [0.0, 0.1, 0.1], [0.0, 0.0, 0.0], [0.1, 0.1, 0.0], [0.0, 0.0, 0.0], [0.2, 0.0, -0.1], [0.0, -0.1, 0.1], [0.1, 0.0, 0.0], [0.0, 0.0, -0.1], [-0.1, 0.0, 0.0], [0.0, 0.1, 0.1], [0.0, -0.1, -0.1], [0.0, 0.0, 0.0], [-0.1, 0.0, -0.1], [0.1, -0.1, 0.1], [-0.1, -0.1, -0.1], [0.0, 0.1, 0.0], [0.0, 0.1, 0.0], [-0.1, 0.0, -0.1], [-0.1, 0.0, 0.0]]
}

[2]
{
  "formula": "C28H67F6N5O9Sr",
  "method": "ωB97M-V with the def2-TZVPD basis set",
  "e_homo_ha": -0.2921,
  "charge": 0,
  "homo_lumo_gap_ev": 8.39,
  "species": ["Sr", "C", "O", "O", "C", "F", "F", "F", "C", "C", "H", "H", "H", "H", "H", "H", "C", "O", "O", "C", "F", "F", "F", "C", "C", "H", "H", "H", "H", "H", "H", "C", "C", "C", "O", "C", "N", "H", "H", "H", "H", "H", "H", "H", "H", "H", "H", "H", "C", "C", "C", "O", "C", "N", "H", "H", "H", "H", "H", "H", "H", "H", "H", "H", "H", "C", "C", "C", "O", "C", "N", "H", "H", "H", "H", "H", "H", "H", "H", "H", "H", "H", "C", "C", "C", "O", "C", "N", "H", "H", "H", "H", "H", "H", "H", "H", "H", "H", "H", "C", "C", "C", "O", "C", "N", "H", "H", "H", "H", "H", "H", "H", "H", "H", "H", "H"],
  "coordinates": [[0.470885, 0.129786, -0.544931], [1.966206, -3.255636, 0.595136], [1.398841, -3.922424, -0.547650], [1.816202, -1.930754, 0.486147], [1.407835, -3.909710, 1.892572], [0.072421, -3.760351, 2.055092], [1.672090, -5.235880, 1.914379], [1.992278, -3.370969, 2.977901], [1.739869, -5.292269, -0.752374], [1.434223, -5.605450, -2.213427], [0.431069, -5.264396, -2.463244], [2.106842, -5.108378, -2.914269], [1.482158, -6.673862, -2.432246], [1.151404, -5.944333, -0.101085], [2.787727, -5.494679, -0.508157], [3.034760, -3.534660, 0.634510], [-0.218159, 3.790457, 0.485843], [0.851827, 3.576513, 1.460514], [-0.245137, 2.763804, -0.350924], [-1.493423, 4.095275, 1.316987], [-1.491407, 5.363112, 1.765398], [-2.589432, 3.930023, 0.557455], [-1.608316, 3.286759, 2.391633], [1.537139, 4.659352, 2.013869], [2.819240, 4.166250, 2.689564], [3.532814, 3.771767, 1.965114], [3.326560, 4.982760, 3.205413], [2.552474, 3.424850, 3.445362], [0.978717, 5.195988, 2.789435], [1.862308, 5.429912, 1.302650], [0.049197, 4.687251, -0.091387], [0.476938, -0.962887, 3.952449], [0.136982, 0.439129, 3.461598], [0.432371, 1.528496, 4.512578], [-0.221332, 1.324689, 5.730487], [-1.331828, 2.180920, 5.891038], [0.711240, 0.661983, 2.126925], [0.080785, -1.698347, 3.253868], [-0.031341, -1.172223, 4.893915], [1.558955, -1.088890, 4.023393], [-0.951346, 0.440172, 3.391681], [0.426565, 2.557078, 4.137021], [1.513552, 1.381780, 4.693337], [-1.836509, 1.909904, 6.815438], [-2.025300, 2.203598, 5.046216], [-1.005385, 3.224560, 5.997219], [0.783263, 1.677141, 2.010626], [1.675674, 0.332062, 2.167458], [-2.492615, -2.090972, -3.439329], [-2.117378, -2.134638, -1.951839], [-2.661921, -3.384478, -1.237443], [-2.657247, -3.173297, 0.164812], [-2.868822, -4.356110, 0.896737], [-0.654835, -2.016609, -1.799053], [-2.187395, -3.043791, -3.880573], [-1.972634, -1.264157, -3.915481], [-3.556137, -1.925017, -3.614884], [-2.609487, -1.282828, -1.479008], [-2.083477, -4.265099, -1.525748], [-3.729854, -3.435324, -1.484173], [-2.971439, -4.123194, 1.957142], [-2.004877, -5.022283, 0.857364], [-3.791647, -4.854145, 0.590153], [-0.380636, -2.810779, -1.219980], [-0.166306, -2.270110, -2.653135], [0.031520, 0.481020, -5.002654], [0.279738, 1.470748, -3.885111], [0.144642, 2.930297, -4.353930], [1.206074, 3.272350, -5.200276], [0.919772, 4.226243, -6.197534], [-0.694475, 1.182813, -2.821316], [0.337137, -0.530318, -4.731999], [0.598105, 0.756811, -5.897010], [-1.023449, 0.459391, -5.285414], [1.301981, 1.367486, -3.515543], [0.221203, 3.557022, -3.453610], [-0.858971, 3.056956, -4.783248], [0.013814, 3.935602, -6.740087], [1.755963, 4.223970, -6.892902], [0.773410, 5.235032, -5.800488], [-1.647651, 1.258872, -3.173963], [-0.710135, 1.994825, -2.187553], [-3.926094, 0.495997, -0.074169], [-3.166587, 0.244401, 1.238179], [-3.934417, -0.557925, 2.289876], [-3.374069, -0.300186, 3.559926], [-4.246611, -0.731029, 4.583882], [-1.872787, -0.422185, 0.926471], [-3.191292, 0.513860, -0.883726], [-4.386845, 1.481065, -0.128622], [-4.603902, -0.306191, -0.374274], [-2.891385, 1.209824, 1.662487], [-4.017433, -1.630094, 2.086331], [-4.966462, -0.171174, 2.259229], [-5.206745, -0.214449, 4.544151], [-3.780586, -0.551968, 5.552305], [-4.358795, -1.820395, 4.551540], [-1.412614, -0.501291, 1.825789], [-1.985761, -1.409184, 0.686954], [4.991055, 1.942575, -0.921472], [3.618562, 1.341497, -1.197790], [3.769078, -0.047752, -1.792923], [2.507144, -0.475992, -2.273546], [2.659649, -1.669529, -3.021753], [2.788113, 1.343510, 0.018802], [5.598878, 2.053540, -1.822735], [5.550088, 1.366585, -0.178245], [4.929752, 2.949724, -0.499604], [3.078970, 2.010169, -1.876734], [4.154015, -0.742350, -1.033978], [4.538175, -0.049974, -2.573742], [3.360812, -2.352403, -2.531166], [3.117578, -1.483173, -3.999757], [1.693102, -2.146530, -3.111091], [2.662366, 2.330605, 0.238385], [3.340632, 0.984860, 0.797596]],
  "atomic_forces_ev_per_a": [[-0.3, -0.3, 0.9], [0.5, 1.4, -0.2], [-0.2, -0.5, 0.0], [-0.6, -0.7, 0.2], [-0.2, 0.8, -0.2], [0.2, -0.2, -0.1], [-0.1, 0.1, 0.4], [0.0, -0.3, -0.1], [-0.3, 0.0, -0.5], [0.1, 0.0, -0.1], [-0.2, 0.0, 0.1], [0.1, 0.1, 0.2], [0.0, 0.0, 0.2], [-0.1, 0.0, -0.2], [0.1, 0.2, 0.0], [0.3, -0.3, 0.0], [1.2, -0.4, -1.1], [0.1, 0.0, 0.0], [-0.6, -0.7, 0.4], [0.4, -0.7, -0.6], [-0.1, 0.0, 0.1], [-0.1, 0.1, 0.2], [-0.2, 0.1, -0.1], [1.0, 0.8, 0.8], [-0.4, -0.1, 0.1], [-0.1, -0.3, 0.0], [-0.1, 0.1, 0.0], [0.3, -0.2, -0.1], [-0.4, -0.1, -0.1], [-0.5, -0.2, -0.5], [-0.2, 0.7, 0.4], [-0.3, 0.3, -0.1], [-1.5, -0.2, 0.3], [2.5, -0.8, -0.6], [-0.6, 0.2, -0.2], [0.1, 0.7, 0.2], [0.6, 0.7, 0.9], [0.2, 0.1, -0.2], [0.3, 0.2, 0.2], [0.0, -0.1, 0.2], [-0.3, 0.2, -0.3], [-0.9, 0.0, -0.1], [0.0, 0.1, 0.4], [-0.1, -0.2, -0.1], [0.0, -0.5, -0.1], [0.2, 0.0, 0.1], [-0.1, -0.1, -0.3], [-0.1, -0.2, -0.1], [0.0, -0.4, 0.5], [-0.3, 0.1, -0.4], [-0.7, 1.2, -0.2], [0.6, 0.0, 0.1], [0.0, -0.1, 0.6], [-0.1, -0.9, 0.4], [-0.1, 0.1, -0.3], [0.2, 0.0, -0.1], [0.0, -0.2, 0.2], [0.2, 0.0, 0.1], [-0.1, -0.2, 0.0], [0.1, -0.6, -0.5], [-0.1, 0.4, -0.1], [0.0, -0.2, -0.4], [0.0, -0.2, -0.2], [0.5, 0.3, 0.5], [-0.4, 0.3, -0.3], [0.5, 0.0, -0.6], [-0.6, 0.3, -0.5], [0.0, -0.2, 1.0], [0.2, -0.2, -0.5], [-0.3, -0.2, -0.1], [0.0, 1.0, 0.7], [-0.1, 0.0, 0.1], [0.0, 0.0, 0.1], [-0.1, 0.0, 0.1], [-0.1, -0.2, 0.2], [-0.3, 0.0, 0.0], [0.2, 0.2, -0.3], [0.0, 0.1, -0.1], [0.0, 0.1, 0.0], [0.0, 0.0, 0.1], [0.1, -0.5, -0.4], [0.3, -0.1, 0.4], [0.5, -0.1, -0.4], [0.7, -1.0, -0.7], [-0.9, 1.3, -0.4], [-0.2, -0.1, 0.1], [0.7, -0.4, 0.4], [0.3, -0.1, 0.3], [0.1, 0.2, 0.1], [-0.4, -0.2, 0.3], [-0.3, 0.1, 0.3], [-0.1, 0.0, 0.2], [0.4, -0.1, -0.2], [-0.1, -0.1, 0.2], [-0.1, -0.1, -0.1], [0.1, 0.4, -0.1], [-0.4, 0.0, -0.2], [0.4, 0.2, 0.0], [-0.6, 0.2, -0.1], [0.4, 0.4, 0.0], [0.5, 0.4, 0.3], [0.0, 0.4, 0.5], [0.4, -0.2, -0.3], [0.5, -0.2, 0.1], [0.5, 0.2, -0.1], [0.0, -0.2, 0.0], [0.0, -0.2, -0.2], [-0.3, 0.0, 0.0], [0.1, -0.3, -0.4], [-0.3, -0.1, 0.2], [-0.3, 0.2, -0.3], [-0.3, -0.1, 0.3], [-0.3, 0.3, -0.1], [0.0, -0.1, -0.1], [-0.5, -0.1, 0.2], [-0.1, -0.3, -0.1]]
}